Density functional theory data (ωB97M-V with the def2-TZVPD basis set) for a cluster of 15 separate species, C20H72N2O15 in total.

Each line ends with the Mulliken charge.
CARTESIAN COORDINATES (ANGSTROEM)
H: -4.01831 -2.22517 0.28317  0.028
C: 5.26093 7.92282 -2.42349  -0.517
C: -6.45901 -1.86742 -2.79263  -0.442
H: 1.33335 -5.51763 0.22897  0.256
N: -1.54250 -1.92562 0.47300  0.306
O: 1.70963 -7.72773 1.49895  -0.430
C: 0.11296 0.09596 -7.52621  -0.496
C: 7.14771 6.53542 1.56877  -0.420
H: -0.01236 -0.03197 4.38120  0.221
O: 2.18193 0.00090 2.16592  -0.388
C: -2.44108 3.89882 4.38462  -0.350
O: -1.16045 -3.02121 -2.43177  -0.555
C: 6.74731 1.47208 2.60686  -0.633
H: 0.24250 -5.17102 1.55293  0.217
O: -3.15430 1.14209 -0.35598  -0.513
H: -9.85966 0.33498 -4.12857  0.288
C: 1.09714 -9.00697 1.38017  -0.539
C: -1.82172 -2.55505 1.76218  -0.709
H: 0.85313 2.50579 5.29665  0.216
H: -2.22516 -1.18794 0.33539  0.223
H: -9.85900 1.16744 -1.94572  0.270
H: -0.52911 1.61173 5.95395  0.252
H: -1.75940 -1.37502 -3.55983  0.229
H: -4.88599 -1.24118 -6.18089  0.198
C: 0.45101 1.51329 5.48257  -0.641
H: 1.60275 -2.09810 -0.44147  0.206
C: -2.96479 -3.56719 1.64948  -0.874
C: -0.20814 -1.32675 0.42786  -0.535
H: -4.51893 -1.77638 -7.83244  0.302
O: 5.25891 7.68446 -1.01884  -0.474
H: -3.06935 -2.47627 -3.04905  0.077
H: -4.89085 -2.58864 1.77362  0.224
H: 0.09729 1.15611 -7.25969  0.238
H: -5.68492 -3.64503 -0.27984  0.153
C: -4.23885 -1.87659 -6.78054  -0.606
H: 7.76107 7.27338 2.08245  0.280
H: 3.89207 1.17947 2.26714  0.322
H: -4.37575 -2.91485 -6.46851  0.274
C: -2.02618 -2.42195 -3.38132  -0.403
H: 0.86613 -9.42924 2.36177  0.254
H: -1.91682 4.82236 4.12557  0.299
H: 1.73454 -9.70223 0.82776  0.254
H: -2.12418 1.09138 1.45218  0.229
H: -1.25990 -2.52562 -1.60592  0.190
H: 7.76700 5.99377 0.84851  0.239
O: -7.02828 -2.70698 -1.78411  -0.545
C: -4.24082 -3.01651 0.99900  -0.043
H: -1.80410 -0.08208 -7.78741  0.336
H: -0.16397 -0.73616 -0.49208  0.424
H: 6.08657 4.98579 2.09675  0.304
H: -5.77817 -1.17771 -2.29926  0.175
H: -2.03486 -1.81443 2.54952  0.315
O: -9.23233 -0.05650 -3.51422  -0.487
H: -0.02573 -0.63990 1.26110  0.110
H: -1.16292 1.37771 -0.00903  0.215
H: -1.94169 3.06197 3.90144  -0.013
H: 1.60794 0.76253 2.29644  0.151
O: 9.13941 3.90433 3.32915  -0.462
H: -3.99045 1.33657 0.07702  0.293
O: 0.34061 0.84853 4.22454  -0.342
H: -3.47435 3.95371 4.03144  0.296
O: 6.24594 2.80194 2.58141  -0.440
H: 6.62575 1.03334 3.60043  0.323
H: 1.00351 -0.10205 -8.11834  0.238
H: 7.80334 1.45632 2.32886  0.296
C: 10.35971 4.36397 2.76392  -0.587
H: -2.16613 2.68563 0.64638  0.367
H: 0.16934 -8.87105 0.83040  0.223
H: 11.02460 3.50812 2.67542  0.231
H: -2.64854 -4.46131 1.11521  0.350
C: 0.98750 -4.72176 0.88817  -0.688
H: 6.34235 7.04129 1.03745  0.135
O: 0.43097 -3.67640 0.11906  -0.246
H: 10.83424 5.11362 3.40272  0.272
O: 6.62477 5.64350 2.55377  -0.520
H: 6.18251 0.88502 1.88902  0.190
N: -4.92551 -4.08064 0.23490  -0.655
H: 0.15655 -0.50262 -6.61184  0.221
O: -2.40477 3.67463 5.79229  -0.497
H: -10.70756 -0.39486 -2.07870  0.260
H: 2.53267 -7.83746 1.98366  0.261
H: -1.93052 -2.96588 -4.31860  0.190
H: 4.24300 8.00289 -2.81261  0.239
H: -5.89574 -2.46170 -3.51694  0.246
H: 4.05937 -0.40599 1.48366  0.297
H: -7.62910 -3.31980 -2.21715  0.275
C: 3.40770 0.45694 1.60637  -0.780
O: -2.89743 -1.45026 -6.56164  -0.498
H: 10.19867 4.78943 1.76938  0.243
H: -3.21873 -3.87606 2.67205  0.439
C: -2.10226 1.60590 0.48678  -0.607
H: 8.54922 4.66505 3.39983  0.289
H: -5.32515 -4.73978 0.89404  0.233
H: -2.31935 -2.01255 -7.08934  0.304
H: 4.82314 8.43100 -0.59716  0.276
H: 1.48352 -2.32886 1.31767  0.434
O: -1.01579 -0.25291 -8.31769  -0.508
H: 3.24485 0.91746 0.62690  0.327
H: 1.84351 -4.40384 1.48965  0.292
H: 5.75091 7.07567 -2.89597  0.208
C: 0.93482 -2.38760 0.37676  -0.443
H: -0.93466 -3.10061 2.08652  0.318
H: 6.76446 3.31157 3.21289  0.299
H: 5.81414 8.83261 -2.66956  0.249
H: -9.02887 -0.33987 -1.51097  0.203
H: 1.12832 0.97231 6.14789  0.294
H: -7.23977 -1.30390 -3.30493  0.239
C: -9.74497 0.10944 -2.19509  -0.519
H: -2.84206 4.41976 6.21375  0.280

Summary:
**Maximum force**: 0.013 hartree/bohr
**Net charge**: 0
**E_LUMO**: 0.55 eV
**Multiplicity**: 1